A structure of composition C24H25InN5S, computed with the ωB97M-V functional and the def2-TZVPD basis.

Structure (XYZ):
```
56
Properties=species:S:1:pos:R:3:nbo_charge:R:1
In 0.450 -0.070 -0.333 1.6940
S -0.106 0.993 -2.514 -0.2283
N -2.199 1.869 -3.810 -0.4543
N -1.345 -1.250 0.079 -0.6232
N 1.345 -0.967 1.639 -0.5036
N 0.907 1.712 0.873 -0.6059
N 2.278 -1.098 -0.992 -0.6071
C -1.799 -1.413 1.341 0.2491
C -3.049 -2.695 -0.757 -0.2268
C 4.067 -1.479 -2.519 -0.2172
C -3.971 2.089 -1.791 -0.0645
C 2.887 -1.877 -0.077 0.2140
C -2.692 1.619 -1.539 -0.2713
C -3.434 2.334 -4.085 0.1225
C -4.357 2.453 -3.079 -0.2354
C -3.532 -2.865 0.535 -0.0736
C 0.452 2.948 0.606 0.0792
C 4.704 -2.273 -1.578 -0.0690
C 1.946 2.516 2.850 -0.2121
C 0.336 -1.346 2.677 -0.2182
C 1.653 1.493 1.970 0.2187
C 2.241 0.111 2.128 -0.2763
C 1.471 3.793 2.582 -0.0719
C 4.104 -2.471 -0.340 -0.2123
C 0.716 4.014 1.438 -0.2203
C -1.777 1.505 -2.575 0.1130
C -1.048 -0.735 2.452 -0.4688
C 2.857 -0.906 -2.190 0.0861
C -1.959 -1.878 -0.945 0.0665
C -2.900 -2.217 1.586 -0.2203
C 2.151 -2.134 1.216 -0.2681
H 0.244 -2.432 2.687 0.2332
H -3.507 -3.188 -1.602 0.2677
H -2.400 1.350 -0.533 0.2302
H 0.340 4.998 1.194 0.2677
H 2.329 -0.280 -2.897 0.2253
H -1.537 1.795 -4.577 0.4547
H 2.516 -0.066 3.169 0.2440
H 3.165 0.078 1.543 0.2476
H -4.390 -3.497 0.722 0.2660
H -3.257 -2.335 2.600 0.2601
H -4.677 2.182 -0.975 0.2603
H 1.470 -2.974 1.061 0.2459
H -0.120 3.064 -0.306 0.2228
H 1.694 4.608 3.257 0.2670
H -5.347 2.825 -3.294 0.2804
H 2.548 2.319 3.727 0.2604
H 4.576 -3.088 0.414 0.2602
H -0.976 0.343 2.275 0.2322
H 0.712 -1.055 3.659 0.2335
H 4.499 -1.299 -3.493 0.2705
H -3.627 2.594 -5.116 0.2650
H -1.547 -1.706 -1.933 0.2260
H 5.658 -2.732 -1.800 0.2673
H -1.616 -0.846 3.375 0.2748
H 2.858 -2.430 1.994 0.2427
```

Results
Orbital gap in eV: 9.1
Largest force on an atom in eV Å⁻¹: 0.13
Total charge: +3
Energy above the lowest of the compared OMol25 structures with the same formula, charge and spin in eV: 0.0000
LUMO level in eV: -8.536